(1)
This record from OMol25 describes a single C2H2NOP molecule at a distorted geometry. The level of theory is ωB97M-V with the def2-TZVPD basis set.

The geometry in XYZ format:
```
7
C2H2NOP | OMol25 | ωB97M-V with the def2-TZVPD basis set
H 1.86299 -1.14174 -0.27935
N 1.73023 -0.18545 -0.04829
C 0.61005 0.39073 0.04549
C -0.96591 0.01241 -0.00410
P -2.53480 0.53746 -0.07970
O -1.51868 -1.12907 0.07220
H 0.81612 1.51566 0.29375
```

## Properties
ΔE to the lowest compared entry with this formula, charge and spin, kcal/mol: 68.4
Calculated total energy, eV: -14928.572
Gap between HOMO and LUMO (alpha / beta), eV: 7.7 / 7.7
LUMO (alpha / beta), eV: -0.609 / -0.608
SMILES string: [H]/N=C\C1=PO1
HOMO energy (alpha / beta), eV: -8.32 / -8.32



(2)
This record from OMol25 describes a single CH5FN4 molecule at a distorted geometry. The level of theory is ωB97M-V with the def2-TZVPD basis set.

The geometry in XYZ format:
```
11
CH5FN4 | OMol25 | ωB97M-V with the def2-TZVPD basis set
C 0.07142 0.50847 -0.91661
N -0.55304 -0.43807 1.46669
N 0.24477 1.73984 -0.32886
N -0.17139 -1.79287 -0.37541
N -0.08231 -0.60232 0.01135
F 0.86106 0.32377 -1.96723
H -1.54246 -0.15931 1.52360
H 0.22571 1.56262 0.62310
H 1.17346 2.19004 -0.64179
H 0.47561 -1.93549 -1.12813
H -0.70284 -1.39669 1.73330
```

## Properties
ΔE to the lowest compared entry with this formula, charge and spin, kcal/mol: 44.2
Calculated total energy, eV: -9791.292
Gap between HOMO and LUMO (alpha / beta), eV: 8.0 / 8.1
LUMO (alpha / beta), eV: 0.538 / 0.712
HOMO energy (alpha / beta), eV: -7.46 / -7.39



(3)
This record from OMol25 describes 2 unconnected molecules or ions with the total composition C6H14 at a distorted geometry. The level of theory is ωB97M-V with the def2-TZVPD basis set.

The geometry in XYZ format:
```
20
C6H14 | OMol25 | ωB97M-V with the def2-TZVPD basis set
C -2.40613 0.23061 0.19003
C -1.24593 -0.21199 -0.70958
C -0.06158 -0.92355 -0.09372
C 0.78701 -0.27807 0.90467
C 2.20803 0.10294 0.36032
C 2.15704 1.05445 -0.82792
H -2.06334 0.56365 1.16651
H -2.86600 -0.84419 0.48995
H -3.12480 0.86860 -0.30768
H -1.00093 0.65538 -1.35728
H -1.60853 -0.99868 -1.37447
H -0.18118 -1.99585 0.01426
H -3.37866 -1.47455 0.99970
H 0.34029 0.72932 1.03796
H 0.83941 -0.88705 1.79652
H 2.69330 -0.82374 0.03439
H 2.81900 0.51937 1.17465
H 3.07002 1.03206 -1.41787
H 1.30273 0.64093 -1.39174
H 1.72024 2.04036 -0.68868
```

## Properties
ΔE to the lowest compared entry with this formula, charge and spin, kcal/mol: 68.3
Charge: +1
Calculated total energy, eV: -6435.884
2S+1: 2
Gap between HOMO and LUMO (alpha / beta), eV: 5.2 / 9.0
<S²>: 0.763
LUMO (alpha / beta), eV: -7.386 / -6.745
HOMO energy (alpha / beta), eV: -12.58 / -15.74



(4)
This record from OMol25 describes 2 unconnected molecules or ions with the total composition C5H13NO2 at a distorted geometry. The level of theory is ωB97M-V with the def2-TZVPD basis set.

The geometry in XYZ format:
```
21
C5H13NO2 | OMol25 | ωB97M-V with the def2-TZVPD basis set
C 0.61459 -1.65633 -0.80892
C -0.07055 -0.28629 -0.85546
C -1.47799 -0.43066 -1.39621
O -2.41904 0.20987 -0.98654
N -0.04577 0.61060 0.30065
C -0.65208 0.12229 1.51937
C 0.88468 1.76493 0.39714
H 0.42667 -2.17414 -1.75654
H 0.27604 -2.29165 -0.00389
H 1.68658 -1.45585 -0.75648
H 0.35098 0.36052 -1.63713
H -1.68882 -1.16238 -2.16927
H -1.53364 -0.47976 1.37521
H -0.01763 -0.36047 2.28491
H -0.94439 0.98142 2.14367
H 1.65241 1.65779 -0.34160
H 0.89631 2.04419 1.43672
H 0.21855 2.58244 0.00637
O 2.24070 -0.36375 1.19085
H 1.43493 0.37095 0.75490
H 2.91060 -0.07638 1.81598
```

## Properties
ΔE to the lowest compared entry with this formula, charge and spin, kcal/mol: 99.1
Calculated total energy, eV: -10977.580
Gap between HOMO and LUMO, eV: 9.5
LUMO, eV: 0.781
SMILES string: C[C@@H](C=O)N(C)C.O
HOMO energy, eV: -8.69



(5)
This record from OMol25 describes a gas-phase ion, C5H13N4O (charge +1). The level of theory is ωB97M-V with the def2-TZVPD basis set.

The geometry in XYZ format:
```
23
C5H13N4O | OMol25 | ωB97M-V with the def2-TZVPD basis set
C 2.33317 -0.85462 0.47711
N 1.34979 -0.29477 -0.42733
C 1.32411 0.98044 -0.70386
N 2.13526 1.89485 -0.20341
C 0.22009 -1.17923 -0.80692
N -0.67312 -1.46665 0.26623
C -1.39939 -0.38496 0.84231
C -2.37190 0.22022 0.13613
N -2.98363 1.38707 0.50553
O -2.75264 -0.22392 -1.08987
H 3.33008 -0.50640 0.20772
H 2.12261 -0.59427 1.51645
H 2.32118 -1.93992 0.38616
H 0.56595 1.32777 -1.39619
H 2.85812 1.66672 0.46190
H 2.07118 2.84994 -0.51360
H -0.32289 -0.67705 -1.61128
H 0.64799 -2.11160 -1.18292
H -0.28827 -2.08877 0.96301
H -1.13024 -0.03938 1.82699
H -2.97546 1.61950 1.48429
H -3.85558 1.57477 0.03482
H -2.52639 -1.15973 -1.17326
```

## Properties
ΔE to the lowest compared entry with this formula, charge and spin, kcal/mol: 0.9
Charge: +1
Calculated total energy, eV: -13397.482
Gap between HOMO and LUMO, eV: 8.1
LUMO, eV: -2.914
SMILES string: CN(C=[NH2+])CN/C=C(/N)O
HOMO energy, eV: -10.98



(6)
This record from OMol25 describes a molecular structure, C7H13N at a distorted geometry. The level of theory is ωB97M-V with the def2-TZVPD basis set.

The geometry in XYZ format:
```
21
C7H13N | OMol25 | ωB97M-V with the def2-TZVPD basis set
C -1.58858 -1.33800 0.45460
C -0.98416 -0.05140 -0.15108
C -1.96433 0.97175 -0.51442
C 0.08824 0.51113 0.60869
C 1.41860 1.22216 0.34836
C 2.36626 -0.17844 -0.05452
C 0.24707 -0.35913 -0.78385
H -0.95557 -1.73313 1.74148
H -2.79339 -0.70247 0.73904
H -1.56610 -2.42945 -0.52713
H -2.72879 0.50469 -1.34606
H -1.96293 2.32733 -0.58150
H -2.73752 0.90048 0.43991
H 0.40894 -0.11352 1.32926
H 1.81701 2.03598 1.13214
H 1.65248 1.79610 -0.58918
H 3.04393 -0.10501 -0.97939
H 2.92954 -0.68718 0.98279
H 1.26846 -1.94186 -0.13234
H 0.69907 0.50776 -1.54973
N 1.34177 -1.13776 -0.56708
```

## Properties
ΔE to the lowest compared entry with this formula, charge and spin, kcal/mol: 281.6
Calculated total energy, eV: -8947.720
Gap between HOMO and LUMO, eV: 8.2
LUMO, eV: 0.651
HOMO energy, eV: -7.55